77
Properties=species:S:1:pos:R:3 method="wB97M-V/def2-TZVPD" total_charge=+1 lumo_ha=-0.141 total_energy_ha=-3353.94153 mol_weight_g_mol=508.9 homo_lumo_gap_ev=7.1
Zn 1.34 -1.05 2.48
O 2.54 -1.56 4.09
O -2.19 -3.17 -2.02
O 3.41 3.24 0.61
O 2.67 0.00 -4.48
O 2.37 0.90 2.15
O -1.54 1.59 4.96
O 0.28 2.09 0.47
O 2.06 2.65 -1.79
O -2.96 0.03 3.01
O 0.16 -0.28 4.05
O 0.04 -0.54 1.23
N 0.64 -3.08 -3.81
N -4.23 -1.41 -3.33
C -3.14 -2.35 -1.39
C -3.31 -1.06 -2.22
C 0.86 -0.17 5.28
C 1.02 -1.21 -2.41
C 4.14 2.04 0.95
C -3.22 1.42 3.18
C -2.93 1.73 4.62
C -0.18 2.27 -0.84
C -4.01 -0.02 -1.33
C 2.33 -1.36 -4.60
C 1.89 -1.30 5.39
C 3.68 1.52 2.32
C 0.75 3.14 -1.68
C 0.97 -1.63 -3.89
C -1.50 -4.02 -1.14
C 1.92 0.83 -5.35
H 3.63 3.98 1.18
H 1.40 -2.27 5.56
H 0.53 -3.31 -4.79
H -1.05 -3.51 -0.28
H -1.43 2.22 5.68
H -2.23 -0.04 2.39
H 1.50 0.71 5.11
H 0.06 -1.26 -1.90
H -0.30 -3.05 -3.41
H 2.20 -1.59 -5.67
H 3.61 2.33 3.04
H 2.67 -1.08 6.10
H -2.35 -0.74 -2.64
H -0.59 0.38 4.03
H -2.27 -4.68 -0.72
H 0.21 -0.13 6.15
H -4.25 1.68 2.95
H -2.86 -2.06 -0.37
H -3.65 1.15 5.20
H -3.83 -2.28 -3.68
H 1.98 1.87 -5.03
H 5.17 2.40 1.05
H -0.14 1.28 -1.32
H -3.85 0.95 -1.81
H -2.59 2.02 2.51
H 2.48 2.84 -0.94
H 0.82 4.18 -1.31
H 0.84 0.63 -5.38
H 1.66 -1.94 -1.89
H -3.55 0.04 -0.35
H -3.17 2.79 4.68
H -4.10 -2.88 -1.25
H 0.20 1.18 0.81
H 2.33 0.66 -6.35
H 4.48 0.84 2.61
H -5.08 -0.21 -1.29
H 2.98 -2.11 -4.15
H 0.28 3.29 -2.66
H -4.15 -0.70 -4.05
H 3.97 1.39 0.10
H -1.20 2.66 -0.89
H 3.40 -1.88 4.39
H 1.94 1.71 1.81
H -0.55 -0.68 0.49
H -0.70 -4.61 -1.58
H 1.54 -0.26 -2.24
H 0.13 -1.17 -4.42